(1)
Formula: C4H7BO2
Source: the Open Molecules 2025 dataset
Level of theory: the ωB97M-V functional and the def2-TZVPD basis

Properties
HOMO level ... -8.5 eV
Orbital gap ... 8.8 eV

CARTESIAN COORDINATES (ANGSTROEM)
B (0.48001, -0.59321, 0.25534)
C (2.82465, 0.64499, -0.08684)
C (2.09124, -0.48103, 0.15948)
C (-1.57204, 0.73672, -0.16202)
C (-1.83329, -0.76576, 0.06071)
O (-0.50584, 1.21047, 0.36309)
O (-0.53248, -1.36814, 0.12456)
H (3.90967, 0.67911, -0.19179)
H (2.31792, 1.53360, -0.25970)
H (2.77762, -1.36490, 0.22826)
H (-1.38195, 0.70877, -1.24635)
H (-2.38243, 1.44917, 0.12833)
H (-2.40779, -1.04855, 0.94051)
H (-2.26200, -1.29438, -0.77963)


(2)
Formula: C4H7BO2S
Source: the Open Molecules 2025 dataset
Level of theory: the ωB97M-V functional and the def2-TZVPD basis

Properties
HOMO level ... -8.9 eV
Orbital gap ... 8.8 eV

CARTESIAN COORDINATES (ANGSTROEM)
C (1.15989, -2.28185, 1.05874)
C (0.27704, -1.26113, 0.47787)
C (0.20902, -0.02384, 0.86533)
C (-0.29355, 1.15679, 1.01644)
S (-1.71587, 1.56268, 2.05229)
H (2.16841, -2.30795, 0.48025)
H (0.61559, -3.33160, 0.90951)
H (1.37476, -2.13859, 2.10774)
H (-0.37540, -1.58977, -0.36821)
H (0.36574, 1.91124, 0.68522)
H (-2.51419, 0.43775, 1.90699)
O (0.14582, 3.52286, -3.11132)
B (-0.27581, 2.44605, -2.76101)
O (-0.79578, 1.30871, -2.43509)
H (-0.34567, 0.58864, -2.88477)


(3)
Formula: C4H7Br
Source: the Open Molecules 2025 dataset
Level of theory: the ωB97M-V functional and the def2-TZVPD basis

Properties
HOMO level ... -9.3 eV
Orbital gap ... 9.9 eV

CARTESIAN COORDINATES (ANGSTROEM)
C (0.13384, 0.98027, -0.14401)
C (0.38721, -0.32467, 0.49388)
C (1.60243, -1.11852, 0.21445)
C (0.49435, -1.55128, -0.36608)
H (-0.28996, 1.58040, 0.64863)
H (-0.55434, 1.03642, -0.91795)
H (1.10484, 1.40878, -0.37778)
H (-0.05268, -0.30861, 1.48924)
H (2.60863, -0.99047, 0.34992)
H (0.00156, -2.27541, -0.93834)
Br (-4.19235, 0.10636, -0.06541)
H (-4.17517, 1.54464, 0.19738)


(4)
Formula: C4H7Br
Source: the Open Molecules 2025 dataset
Level of theory: the ωB97M-V functional and the def2-TZVPD basis

Properties
HOMO level (alpha / beta) ... -8.2 / -8.2 eV
Orbital gap (alpha / beta) ... 7.4 / 7.0 eV

CARTESIAN COORDINATES (ANGSTROEM)
C (-2.58195, 0.87171, 0.70355)
C (-0.21313, 0.02517, 0.38239)
C (0.39382, 0.91585, -0.54107)
C (-0.22347, -1.43678, 0.22355)
Br (-3.62568, -0.42836, -0.33357)
H (-2.56668, 0.60408, 1.88408)
H (-0.47105, 1.38372, -0.98043)
H (0.90895, 1.77540, -0.04794)
H (0.96049, 0.37716, -1.45284)
H (-0.81656, -1.95970, 1.03563)
H (0.73566, -1.91248, 0.34692)
H (-0.76309, -1.79862, -0.75120)


(5)
Formula: C4H7Br2N
Source: the Open Molecules 2025 dataset
Level of theory: the ωB97M-V functional and the def2-TZVPD basis

Properties
HOMO level ... -10.0 eV
Orbital gap ... 10.5 eV

CARTESIAN COORDINATES (ANGSTROEM)
Br (-0.54639, -4.18503, -1.10779)
C (0.25097, -3.02445, 0.39502)
C (0.28600, -1.56317, 0.00902)
Br (1.73817, -0.67918, 1.08365)
H (1.10031, -3.55755, 0.61950)
H (-0.34959, -3.32035, 1.31645)
H (-0.65623, -1.10886, 0.29619)
H (0.65502, -1.47380, -0.95307)
C (-0.67454, 3.55366, -0.04189)
C (0.01914, 2.39071, -0.60402)
N (0.62191, 1.52122, -1.08762)
H (-1.54329, 3.20021, 0.47769)
H (-0.91519, 4.14319, -0.92307)
H (0.01375, 4.10338, 0.51995)


(6)
Formula: C4H7BrCuNPd
Source: the Open Molecules 2025 dataset
Level of theory: the ωB97M-V functional and the def2-TZVPD basis

Properties
HOMO level (alpha / beta) ... -23.4 / -22.3 eV
Orbital gap (alpha / beta) ... 10.3 / 5.3 eV
Charge ... +3
Multiplicity ... 4

CARTESIAN COORDINATES (ANGSTROEM)
Pd (0.79866, 4.20004, -1.08474)
Cu (4.69236, 0.41641, -1.45347)
Br (2.97329, 2.53446, -0.79993)
C (-1.69010, -1.44878, 0.66188)
C (-1.35193, -0.21188, -0.22473)
C (0.19213, -0.04837, -0.21109)
C (0.81220, 0.00869, 1.10201)
N (1.28817, -0.03765, 2.18010)
H (-1.37672, -1.39019, 1.70422)
H (-1.21773, -2.32413, 0.21608)
H (-2.72611, -1.75488, 0.51669)
H (-1.86665, 0.69025, 0.10591)
H (-1.68839, -0.48548, -1.22475)
H (0.61020, 0.79251, -0.76446)
H (0.55062, -0.94099, -0.72373)


(7)
Formula: C4H7BrF2N2O
Source: the Open Molecules 2025 dataset
Level of theory: the ωB97M-V functional and the def2-TZVPD basis

Properties
HOMO level ... -8.1 eV
Orbital gap ... 8.2 eV

CARTESIAN COORDINATES (ANGSTROEM)
C (1.15524, 0.81547, -0.62596)
C (0.66013, 0.03375, 0.61903)
N (-0.26818, 0.73892, 1.38958)
C (1.18027, -1.14525, 0.98998)
F (0.57382, -1.86937, 1.94730)
F (1.97040, -1.97654, 0.37270)
H (1.36226, 1.74637, -0.28004)
H (0.36617, 0.74294, -1.52005)
H (2.00518, 0.32438, -0.97456)
H (-0.93721, 0.50014, 2.08634)
H (-0.79871, 1.43465, 0.83876)
N (-1.98086, -1.88220, -0.69909)
C (-1.07408, -2.41933, -1.12088)
O (-0.05837, -3.10078, -1.42324)
H (0.58128, -2.56016, -1.78271)
Br (-3.32083, 0.75244, -0.25185)
H (-3.02451, -0.63833, -0.28085)


(8)
Formula: C4H7BrN
Source: the Open Molecules 2025 dataset
Level of theory: the ωB97M-V functional and the def2-TZVPD basis

Properties
HOMO level ... -15.7 eV
Orbital gap ... 9.3 eV
Charge ... +1

CARTESIAN COORDINATES (ANGSTROEM)
C (0.85549, 1.17076, 0.15042)
C (0.90964, -0.09043, -0.64426)
C (0.09352, -1.06616, 0.31549)
C (-1.26417, -0.93759, -0.00711)
N (-2.36429, -0.61356, -0.07231)
Br (-4.12544, 0.11498, -0.28715)
H (1.66804, 1.80836, -0.09945)
H (0.03390, 1.82222, 0.07961)
H (0.88116, 1.00086, 1.21183)
H (1.97216, -0.22196, -0.61345)
H (0.60797, -0.13012, -1.60563)
H (0.09945, -0.88326, 1.40857)
H (0.63257, -1.97409, 0.16343)


(9)
Formula: C4H7BrNO
Source: the Open Molecules 2025 dataset
Level of theory: the ωB97M-V functional and the def2-TZVPD basis

Properties
HOMO level (alpha / beta) ... -12.4 / -12.8 eV
Orbital gap (alpha / beta) ... 8.4 / 8.6 eV
Charge ... +1

CARTESIAN COORDINATES (ANGSTROEM)
C (0.61785, 1.02624, -1.14595)
C (0.24183, 1.72804, -0.11255)
C (0.64693, -0.48083, -1.11094)
C (-0.27998, -0.41694, 1.21194)
N (-0.32151, -1.03520, -0.10783)
O (-1.51879, -0.38334, 1.75577)
Br (-0.02050, 3.38048, 0.54933)
H (0.96997, 1.46027, -2.07693)
H (0.40174, -0.88828, -2.09385)
H (1.65357, -0.81742, -0.83970)
H (0.58784, -0.62027, 1.82059)
H (-1.28794, -0.87243, -0.43356)
H (-0.17139, -2.05620, -0.06732)
H (-1.51963, -0.02412, 2.65100)


(10)
Formula: C4H7BrO2
Source: the Open Molecules 2025 dataset
Level of theory: the ωB97M-V functional and the def2-TZVPD basis

Properties
HOMO level ... -10.5 eV
Orbital gap ... 10.9 eV

CARTESIAN COORDINATES (ANGSTROEM)
C (-1.71495, 0.27997, 0.10039)
C (-0.25472, -0.06988, -0.04120)
C (0.29544, 0.52158, -1.33865)
O (0.50331, 0.08661, 1.16339)
C (1.80994, -0.76526, 1.35407)
O (2.34529, -1.40227, 0.54730)
Br (2.18636, -0.61562, 3.25163)
H (-2.08094, 0.58474, 1.10610)
H (-1.82219, 1.13441, -0.51119)
H (-2.38460, -0.47373, -0.27923)
H (-0.23767, -1.30722, -0.15368)
H (0.04627, -0.14025, -2.17995)
H (1.46226, 0.74710, -1.41869)
H (-0.15382, 1.41981, -1.60029)


| no. | strongest force on any atom (Eh/bohr) |
| --- | --- |
| 1 | 0.143 |
| 2 | 0.065 |
| 3 | 0.072 |
| 4 | 0.058 |
| 5 | 0.065 |
| 6 | 0.071 |
| 7 | 0.100 |
| 8 | 0.102 |
| 9 | 0.049 |
| 10 | 0.106 |